{"formula": "C15H39CaN2O7", "method": "the ωB97M-V functional and the def2-TZVPD basis", "gap_ha": 0.2291, "spin_multiplicity": 1, "total_energy_ha": -1908.6930, "e_above_lowest_kj_mol": 25.1, "max_force_ev_per_a": 2.7, "charge": -1, "symbols": ["Ca", "C", "O", "H", "H", "H", "C", "O", "H", "H", "H", "C", "O", "H", "H", "H", "C", "O", "C", "C", "N", "C", "C", "O", "C", "H", "H", "H", "H", "H", "H", "H", "H", "H", "H", "H", "H", "H", "H", "H", "C", "O", "C", "C", "N", "C", "C", "O", "C", "H", "H", "H", "H", "H", "H", "H", "H", "H", "H", "H", "H", "H", "H", "H"], "positions_angstrom": [[1.4166, 21.9986, -2.3669], [2.2356, 24.4860, -4.8312], [1.5288, 23.6082, -4.0482], [3.0956, 24.0092, -5.3413], [1.6649, 24.8979, -5.6924], [2.5394, 25.3804, -4.2553], [-1.9933, 21.3057, -2.3209], [-0.9561, 21.9230, -3.0017], [-2.9279, 21.8865, -2.4305], [-2.2270, 20.2900, -2.7015], [-1.7626, 21.2128, -1.2395], [4.7688, 21.6095, -0.7781], [3.5737, 21.3337, -1.3942], [5.6126, 21.6329, -1.4945], [4.7864, 22.6406, -0.3602], [5.1047, 20.9911, 0.0751], [0.6599, 19.2623, -0.4504], [0.7636, 20.6593, -0.5888], [0.7258, 21.2950, 0.6980], [1.2656, 22.7458, 0.6416], [0.8889, 23.3994, -0.6240], [1.5759, 24.6899, -0.7570], [1.0401, 25.7971, 0.1056], [-0.3607, 25.8979, -0.0750], [-0.8796, 27.0208, 0.5518], [1.5300, 18.9174, 0.1222], [0.7926, 18.7723, -1.4172], [-0.2845, 18.9086, -0.0299], [1.2179, 20.7274, 1.4872], [-0.3489, 21.3715, 0.9119], [2.3609, 22.7518, 0.6676], [0.9973, 23.3086, 1.5447], [-0.1115, 23.5532, -0.4857], [1.4402, 25.0132, -1.7997], [2.6592, 24.5519, -0.7572], [1.5047, 26.7496, -0.1840], [1.2467, 25.6748, 1.1805], [-0.5340, 27.9750, 0.1257], [-0.6899, 27.0125, 1.6323], [-1.9613, 27.1039, 0.4156], [4.9728, 16.5026, 1.2884], [4.9566, 16.5158, -0.1129], [4.3588, 17.6878, -0.5939], [4.3806, 17.7122, -2.1295], [3.4953, 18.7290, -2.6324], [3.6222, 18.9664, -4.0665], [2.9453, 20.2595, -4.4617], [1.5879, 20.3432, -4.0888], [0.7453, 19.4448, -4.7373], [5.4758, 17.3897, 1.6899], [5.5488, 15.6481, 1.6558], [3.9664, 16.3753, 1.7050], [4.9096, 18.5884, -0.2915], [3.3065, 17.8070, -0.3147], [3.9500, 16.7537, -2.4493], [5.4173, 17.8137, -2.4834], [3.5982, 19.6514, -2.1729], [3.1869, 18.1221, -4.6189], [4.6856, 18.9911, -4.3610], [3.0027, 20.3381, -5.5592], [3.5485, 21.1192, -4.1665], [0.9865, 19.3344, -5.7993], [-0.2994, 19.7444, -4.6554], [0.7727, 18.4520, -4.2643]], "atomic_forces_ev_per_a": [[-0.3, 0.3, -2.7], [-0.7, -0.5, 0.1], [0.5, -0.3, 0.5], [0.4, 0.2, 0.3], [-0.3, 0.0, 0.1], [0.5, 0.1, -0.1], [1.0, 0.8, -0.7], [0.4, -0.7, 0.7], [-0.2, -0.1, 0.3], [0.0, -0.2, 0.1], [-0.4, -0.2, 0.2], [0.0, 1.1, -0.6], [-0.4, -0.3, 0.2], [0.2, -0.2, 0.0], [0.0, 0.0, 0.1], [-0.3, -0.5, 0.0], [0.8, -0.6, -0.5], [0.1, -0.2, 1.3], [-1.1, 1.2, -0.6], [1.3, -0.8, -0.3], [-0.4, 0.7, 2.5], [-0.5, 0.2, -1.8], [0.3, 0.5, 0.6], [0.0, -0.3, -0.3], [-0.7, 0.9, 0.3], [-0.3, -0.1, 0.3], [-0.1, 0.4, -0.2], [-0.1, 0.3, 0.2], [0.2, -0.2, -0.2], [0.0, -0.2, 0.4], [0.0, -0.4, -0.1], [-0.5, -0.2, 0.0], [0.0, 0.3, -1.0], [-0.4, -0.2, 0.0], [0.0, -0.1, 0.8], [0.1, -0.1, -0.1], [0.0, -0.1, 0.0], [0.5, -0.2, 0.1], [0.1, 0.1, 0.0], [0.0, -0.6, -0.1], [0.3, -0.4, 0.4], [0.1, -0.2, 0.2], [0.0, 1.1, -1.4], [-0.6, -0.6, 0.4], [-0.2, 0.7, -0.3], [0.0, -0.7, 0.7], [0.6, -0.4, -1.7], [0.5, 0.6, 0.5], [-0.8, -1.0, 0.0], [-0.3, 0.2, 0.0], [0.0, -0.1, -0.4], [-0.1, 0.4, 0.0], [-0.1, -0.1, 0.5], [0.1, -0.2, 0.4], [0.5, -0.2, -0.2], [0.0, -0.1, -0.1], [0.2, -0.1, 0.4], [0.0, 0.0, 0.0], [0.0, 0.3, -0.2], [-0.1, -0.2, -0.1], [-0.6, 0.2, 0.8], [0.2, 0.1, 0.0], [0.2, 0.7, 0.2], [0.3, 0.0, -0.1]]}


{"formula": "C15H15Br2CaN4O2S", "method": "the ωB97M-V functional and the def2-TZVPD basis", "gap_ha": 0.3332, "spin_multiplicity": 1, "total_energy_ha": -7173.9242, "e_above_lowest_kj_mol": 0.0, "max_force_ev_per_a": 0.9, "charge": 1, "symbols": ["Ca", "Br", "C", "C", "C", "C", "C", "N", "C", "O", "O", "H", "H", "H", "C", "C", "C", "C", "C", "Br", "N", "C", "H", "H", "H", "H", "H", "H", "S", "C", "N", "C", "C", "N", "H", "H", "H", "H", "H", "H"], "positions_angstrom": [[0.3304, -0.1992, 0.2371], [-2.3299, -2.3988, 1.6166], [-2.9738, -0.7283, 0.9802], [-4.3096, -0.3827, 1.0753], [-4.6560, 0.8713, 0.6000], [-3.6876, 1.7232, 0.0817], [-2.3824, 1.2788, 0.0195], [-2.0494, 0.0485, 0.4614], [-1.2425, 2.1974, -0.4636], [-1.4272, 3.3933, -0.3837], [-0.1776, 1.5695, -0.8530], [-5.0414, -1.0514, 1.5019], [-5.6890, 1.1913, 0.6473], [-3.9218, 2.7197, -0.2637], [0.5315, -5.4617, -2.6140], [1.2754, -4.2312, -2.1739], [2.6211, -4.0209, -2.4522], [3.2649, -2.8698, -2.0315], [2.5046, -1.9570, -1.3293], [3.3233, -0.3364, -0.7240], [1.2243, -2.1090, -1.0382], [0.6275, -3.2386, -1.4592], [1.1952, -6.1580, -3.1228], [-0.2736, -5.2042, -3.3025], [0.0918, -5.9803, -1.7624], [3.1856, -4.7600, -3.0083], [4.3077, -2.6863, -2.2396], [-0.4215, -3.3372, -1.2024], [0.9733, 0.6295, 2.7866], [1.1785, 2.2804, 2.3200], [2.3167, 2.7996, 1.8588], [2.2090, 4.2326, 1.5758], [0.6953, 4.4891, 1.7708], [0.2433, 3.2201, 2.3495], [3.1655, 2.2686, 1.9192], [2.5267, 4.4455, 0.5575], [2.8196, 4.8079, 2.2706], [0.1831, 4.6628, 0.8272], [0.5057, 5.3106, 2.4575], [-0.7167, 2.9714, 2.5095]], "atomic_forces_ev_per_a": [[0.3, -0.3, 0.2], [0.0, 0.0, 0.0], [-0.1, -0.1, 0.0], [0.1, 0.0, 0.0], [-0.1, 0.1, -0.1], [-0.1, 0.0, 0.0], [-0.1, 0.0, 0.2], [0.2, 0.5, -0.3], [0.3, -0.7, -0.1], [0.0, 0.2, -0.1], [-0.6, 0.6, 0.3], [0.0, 0.0, 0.0], [0.0, 0.0, 0.0], [0.0, 0.0, 0.0], [0.1, 0.0, 0.0], [-0.1, -0.1, 0.0], [0.2, -0.1, -0.1], [-0.2, 0.0, 0.1], [0.3, 0.1, 0.0], [-0.2, -0.1, 0.0], [0.0, -0.3, -0.1], [0.0, 0.3, 0.1], [0.0, 0.0, 0.0], [0.0, 0.0, 0.0], [0.0, 0.0, 0.0], [-0.1, 0.0, 0.0], [0.0, 0.0, 0.0], [0.0, 0.0, 0.0], [0.1, 0.5, 0.0], [0.0, -0.4, -0.1], [-0.1, -0.1, 0.0], [0.0, 0.0, 0.0], [0.1, 0.0, 0.0], [0.0, -0.2, 0.1], [0.2, 0.1, 0.0], [0.0, 0.0, 0.0], [0.0, 0.0, 0.0], [0.0, 0.0, 0.0], [0.0, 0.0, 0.0], [-0.1, 0.1, 0.0]]}


{"formula": "C38H55BIN12O6S2SbY", "method": "the ωB97M-V functional and the def2-TZVPD basis", "gap_ha": 0.2414, "spin_multiplicity": 1, "total_energy_ha": -3987.5104, "e_above_lowest_kj_mol": 38.4, "max_force_ev_per_a": 1.2, "charge": -1, "symbols": ["Y", "C", "C", "C", "C", "C", "C", "N", "N", "B", "N", "C", "C", "C", "N", "C", "C", "C", "N", "C", "C", "C", "N", "C", "C", "C", "H", "H", "H", "H", "H", "H", "H", "H", "H", "H", "H", "H", "H", "H", "H", "H", "H", "H", "H", "H", "H", "H", "H", "H", "H", "H", "H", "H", "O", "S", "O", "O", "C", "C", "C", "C", "C", "C", "S", "O", "O", "O", "H", "H", "H", "H", "N", "C", "N", "C", "N", "N", "C", "N", "C", "C", "C", "C", "C", "N", "H", "H", "H", "H", "H", "H", "H", "H", "I", "C", "C", "Sb", "C", "C", "C", "C", "H", "H", "H", "H", "H", "H", "H", "H", "H", "H", "H", "H", "H", "H", "H"], "positions_angstrom": [[-0.2489, 1.1208, -1.1185], [-1.2713, 5.4648, 0.4090], [-2.2758, 4.4184, 0.8876], [-3.3817, 5.0915, 1.6931], [-1.6010, 3.3411, 1.6900], [-1.5921, 3.1934, 3.0873], [-0.8581, 2.0523, 3.3127], [-0.4808, 1.5517, 2.1268], [-0.9209, 2.3549, 1.1188], [0.0898, 0.1507, 1.7848], [1.5189, -0.0036, 2.3150], [1.9523, -0.1111, 3.5858], [3.3323, -0.1350, 3.5665], [3.6575, -0.0411, 2.1962], [2.5600, 0.0544, 1.4627], [4.9981, -0.0294, 1.5146], [6.0698, -0.6963, 2.3673], [5.3949, 1.3938, 1.1265], [-0.8459, -0.9890, 2.1931], [-1.6984, -1.0937, 3.2334], [-2.4193, -2.2554, 3.0918], [-1.9205, -2.8220, 1.9024], [-0.9967, -2.0470, 1.3644], [-2.3552, -4.0634, 1.1764], [-3.2259, -3.6899, -0.0226], [-3.0723, -5.0413, 2.1005], [-1.7787, 6.2759, -0.1169], [-0.7395, 5.8962, 1.2611], [-0.5402, 5.0319, -0.2609], [-2.7422, 3.9281, 0.0259], [-2.9769, 5.6458, 2.5441], [-3.9138, 5.8033, 1.0610], [-4.1041, 4.3694, 2.0730], [-2.0487, 3.8328, 3.8199], [-0.5782, 1.5678, 4.2315], [0.1757, 0.0792, 0.5907], [1.2562, -0.2030, 4.4030], [3.9915, -0.2457, 4.4090], [4.8737, -0.5987, 0.5881], [6.2714, -0.1107, 3.2681], [5.7702, -1.6965, 2.6812], [7.0079, -0.7827, 1.8171], [5.4303, 2.0360, 2.0116], [6.3798, 1.4180, 0.6580], [4.6788, 1.8130, 0.4213], [-1.7470, -0.3385, 3.9987], [-3.1769, -2.6366, 3.7523], [-1.4477, -4.5387, 0.7915], [-4.0758, -3.0796, 0.2898], [-2.6499, -3.1041, -0.7381], [-3.5993, -4.5855, -0.5251], [-4.0248, -4.6267, 2.4376], [-3.2889, -5.9747, 1.5784], [-2.4785, -5.2756, 2.9857], [-4.4822, 0.1700, 0.3223], [-3.7753, 0.7622, -0.7780], [-4.1546, 2.1110, -1.1443], [-2.3044, 0.6413, -0.6129], [-4.1191, -0.2525, -2.2135], [-5.4859, -0.4169, -2.4085], [-5.9873, -1.1998, -3.4325], [-5.1098, -1.8459, -4.2814], [-3.7450, -1.6805, -4.1108], [-3.2242, -0.8870, -3.0910], [-1.4249, -0.6985, -3.1802], [-1.2183, 0.7743, -3.2376], [-1.0270, -1.4281, -4.3435], [-0.8120, -1.1211, -1.9108], [-6.1687, 0.0693, -1.7238], [-7.0574, -1.3084, -3.5551], [-5.4750, -2.4729, -5.0847], [-3.0521, -2.1660, -4.7800], [2.1789, 3.1188, 1.4507], [2.1955, 3.7481, 0.2752], [3.0729, 4.7530, 0.1485], [3.0414, 5.3722, -1.0200], [3.9211, 6.3811, -1.2165], [2.1877, 5.1210, -2.0305], [1.3650, 4.1169, -1.7793], [1.3314, 3.3642, -0.6864], [0.2992, 3.8932, -2.8101], [0.4856, 4.3214, -4.1164], [-0.5960, 4.2624, -4.9755], [-1.8196, 3.8223, -4.4887], [-1.8989, 3.3814, -3.1802], [-0.8520, 3.3931, -2.3512], [2.9538, 3.2973, 2.0665], [1.7134, 2.2346, 1.5554], [4.6685, 6.4892, -0.5559], [4.0123, 6.7504, -2.1447], [1.4521, 4.6915, -4.4181], [-0.4885, 4.5651, -6.0091], [-2.6985, 3.7820, -5.1160], [-2.8208, 2.9857, -2.7666], [2.2280, 0.6818, -2.6099], [4.1638, -4.7687, -0.3143], [3.5081, -3.5740, -0.9925], [1.6002, -2.8376, -0.2963], [0.4318, -4.1873, -1.4952], [0.5500, -5.7003, -1.3785], [1.6881, -3.6981, 1.6722], [1.1344, -5.0877, 1.9477], [5.1379, -5.0065, -0.7534], [3.5503, -5.6690, -0.3878], [4.3352, -4.5925, 0.7500], [3.3473, -3.7806, -2.0551], [4.1809, -2.7136, -0.9596], [0.7251, -3.8625, -2.4987], [-0.6034, -3.8648, -1.3877], [1.5876, -6.0363, -1.4461], [0.0007, -6.2127, -2.1753], [0.1537, -6.0702, -0.4316], [1.1717, -2.9714, 2.2992], [2.7440, -3.6493, 1.9546], [0.0821, -5.1592, 1.6703], [1.1999, -5.3450, 3.0099], [1.6684, -5.8597, 1.3901]], "atomic_forces_ev_per_a": [[-0.2, 1.1, -0.5], [0.0, 0.1, 0.1], [0.0, -0.1, -0.1], [-0.1, 0.0, 0.0], [-0.1, 0.1, -0.2], [0.2, 0.0, 0.0], [0.0, 0.1, 0.0], [0.0, -0.1, -0.1], [0.1, -0.5, 0.1], [-0.1, -0.1, 0.1], [0.0, 0.0, 0.2], [0.1, -0.1, 0.0], [-0.2, -0.1, -0.1], [0.1, 0.0, 0.0], [0.0, 0.0, -0.1], [-0.1, 0.0, -0.1], [0.1, 0.0, 0.1], [0.0, 0.1, 0.0], [-0.3, 0.2, 0.0], [0.0, 0.0, 0.1], [0.2, 0.0, 0.1], [-0.2, 0.0, -0.2], [0.1, 0.0, 0.0], [0.0, 0.0, 0.0], [0.0, 0.0, -0.1], [0.0, 0.0, 0.0], [0.0, 0.0, 0.0], [0.0, 0.0, 0.0], [0.1, -0.1, -0.1], [0.1, 0.0, 0.0], [0.0, 0.0, 0.0], [0.0, 0.0, 0.0], [0.0, 0.0, 0.0], [0.0, 0.0, 0.0], [0.0, 0.0, 0.1], [0.3, -0.4, 0.4], [0.0, 0.0, 0.1], [0.0, 0.0, 0.0], [0.0, 0.0, 0.0], [0.0, 0.0, 0.0], [0.0, 0.0, 0.0], [0.0, 0.0, 0.0], [0.0, 0.0, 0.0], [0.1, 0.0, 0.0], [-0.1, 0.0, 0.0], [-0.1, 0.0, 0.0], [-0.1, 0.0, 0.0], [-0.1, 0.0, 0.0], [0.0, 0.0, 0.0], [0.0, 0.1, 0.0], [0.0, 0.0, 0.0], [0.0, 0.0, 0.0], [0.0, 0.0, 0.0], [0.0, 0.0, 0.0], [-0.2, 0.0, -0.1], [0.8, -0.1, -0.1], [-0.1, 0.0, -0.1], [-0.7, 0.1, 0.2], [-0.1, -0.2, 0.0], [-0.1, -0.1, 0.0], [0.0, 0.0, 0.0], [0.1, 0.0, 0.0], [0.0, -0.1, 0.0], [0.0, 0.1, -0.1], [-0.1, 0.4, 0.5], [-0.2, -0.1, -0.3], [0.1, 0.0, -0.1], [0.0, -0.2, -0.1], [0.0, 0.0, 0.0], [0.0, 0.0, 0.0], [0.0, 0.0, 0.0], [0.0, 0.0, 0.0], [0.1, 0.0, 0.2], [0.1, 0.0, 0.0], [0.0, 0.0, 0.0], [0.1, 0.1, -0.1], [0.0, 0.0, 0.0], [0.0, -0.1, 0.2], [-0.1, 0.0, -0.4], [-0.2, -0.1, 0.0], [0.2, 0.2, 0.2], [-0.2, 0.0, 0.1], [-0.1, 0.0, 0.0], [0.1, 0.1, 0.0], [-0.2, -0.1, 0.1], [0.2, -0.3, -0.1], [0.0, 0.0, 0.0], [-0.1, -0.1, -0.1], [0.0, 0.0, 0.0], [0.0, 0.0, 0.0], [0.0, 0.0, 0.0], [0.0, 0.0, 0.0], [0.0, 0.0, 0.0], [0.0, 0.0, 0.0], [0.6, 0.0, -0.2], [0.0, -0.1, 0.1], [0.3, -0.1, -0.2], [-0.1, 0.6, -0.1], [-0.1, -0.1, -0.1], [0.1, -0.2, 0.0], [0.1, -0.1, 0.3], [0.0, -0.2, 0.0], [0.0, 0.0, 0.0], [0.0, 0.0, 0.0], [0.0, 0.0, 0.0], [0.0, 0.0, 0.0], [0.0, 0.0, 0.0], [0.0, 0.0, 0.0], [-0.1, 0.0, 0.0], [0.0, 0.0, 0.0], [0.0, 0.0, 0.0], [0.0, 0.0, 0.0], [0.0, 0.0, 0.0], [0.0, 0.0, 0.0], [0.1, 0.0, 0.1], [0.0, 0.0, 0.0], [0.0, 0.0, 0.0]]}


{"formula": "C13H19ILuN5O2", "method": "the ωB97M-V functional and the def2-TZVPD basis", "gap_ha": [0.0626, 0.1135], "spin_multiplicity": 1, "total_energy_ha": -2464.1495, "e_above_lowest_kj_mol": 0.0, "max_force_ev_per_a": 3.7, "charge": -2, "symbols": ["C", "I", "H", "H", "H", "C", "C", "N", "C", "N", "H", "H", "C", "C", "N", "H", "N", "H", "Lu", "C", "O", "C", "C", "H", "H", "H", "C", "H", "H", "H", "C", "H", "H", "H", "C", "H", "H", "H", "O", "C", "N"], "positions_angstrom": [[-2.2181, -0.3061, -2.1570], [1.0290, 1.5608, -2.2927], [-3.0791, -0.8921, -2.5208], [-1.2954, -0.7358, -2.5685], [-2.2881, 0.7233, -2.5275], [0.3236, 3.8655, 2.0518], [-0.8902, 4.1324, 1.5404], [-1.2619, 3.0527, 0.7759], [-0.3065, 2.1053, 0.8096], [0.6901, 2.6200, 1.5918], [0.9561, 4.4509, 2.6763], [-1.5222, 4.9807, 1.6317], [2.1932, -3.6331, -1.1122], [0.6790, -2.0047, -0.7342], [2.0147, -2.3110, -0.7753], [0.6617, -5.1595, -1.4852], [0.0558, -3.1868, -0.9586], [3.1507, -4.0701, -1.2282], [0.3037, 0.0426, 0.1907], [-2.0166, -0.2666, -0.6872], [-2.8113, -0.4718, 0.2046], [0.9664, -4.1768, -1.2386], [-1.3826, -3.3558, -0.8773], [-1.6221, -4.4218, -0.8331], [-1.8886, -2.9222, -1.7510], [-1.7870, -2.8713, 0.0235], [3.0871, -1.3968, -0.4091], [3.9969, -1.6033, -0.9958], [3.3556, -1.4736, 0.6638], [2.7964, -0.3441, -0.6210], [1.9753, 1.9802, 1.8589], [2.8146, 2.6129, 1.5166], [2.0903, 0.9904, 1.3406], [2.1046, 1.7934, 2.9405], [-2.4700, 2.8798, -0.0126], [-2.2040, 2.4977, -1.0114], [-2.9792, 3.8416, -0.1188], [-3.1479, 2.1505, 0.4569], [-0.0370, 0.0894, 4.5790], [-0.0317, -0.2306, 3.4321], [-0.0052, -0.5362, 2.2599]], "atomic_forces_ev_per_a": [[-0.8, -0.6, -0.8], [0.4, 0.3, 0.0], [-0.2, 0.1, 0.1], [-0.2, 0.2, -0.1], [0.1, -0.1, 0.0], [0.2, 0.1, 0.0], [-0.2, 0.1, -0.1], [0.6, -0.7, 0.1], [0.1, 1.5, 0.7], [-0.7, 0.1, -0.2], [0.2, 0.3, 0.2], [-0.2, 0.5, 0.1], [-0.2, -0.1, 0.2], [-0.3, 1.6, 1.4], [1.8, -0.1, -0.8], [-0.1, -0.7, -0.2], [-1.1, -1.1, -0.7], [0.6, -0.3, -0.1], [-1.3, -1.8, -2.0], [3.5, 1.0, 0.9], [-2.2, -0.5, 0.1], [0.1, 0.2, 0.3], [0.2, 0.0, -0.1], [0.1, 0.0, 0.0], [0.1, -0.1, 0.2], [0.3, -0.1, -0.2], [-0.3, -0.2, -0.1], [-0.4, 0.1, 0.1], [-0.2, -0.1, -0.1], [0.2, -0.6, -0.2], [0.5, -0.2, 0.2], [-0.5, -0.2, -0.1], [0.0, 1.0, 0.6], [-0.2, 0.0, -0.5], [-0.4, -0.1, -0.2], [0.0, 0.2, 0.4], [0.1, -0.1, 0.0], [0.3, 0.3, -0.1], [0.0, -0.1, 0.4], [0.1, -0.4, -2.4], [0.0, 0.5, 3.0]]}